<a>
Computed, not measured: a 2-piece molecular cluster, C4H10OS overall, with ωB97M-V with the def2-TZVPD basis set.

```
16
Properties=species:S:1:pos:R:3
O 1.99507 0.40850 -1.72042
H 2.03611 0.40498 -2.60858
H 4.07971 0.90210 -2.95540
H -3.81180 -2.26028 1.97009
H 2.50378 2.21517 -0.74151
H -3.64684 -1.12337 0.52035
C -1.46063 -0.15805 2.15375
C 3.93835 1.66221 -2.15924
H 4.31277 2.68866 -2.38730
H -2.56248 -0.04548 2.66173
C 2.76875 1.54506 -1.48196
H -1.23895 0.59886 1.34180
H -0.65324 -0.09314 2.89783
S -1.48816 -1.75403 1.27279
C -3.26203 -2.05125 1.00554
H -3.51043 -2.93994 0.23054
```

Results
structure (SMILES) = C=CO.CSC
highest occupied orbital energy = -8.3 eV
HOMO-LUMO gap = 9.264 eV

natural (NBO) atomic charge list, values in e, 8 entries:
1 O -0.67
2 H 0.47
3 H 0.19
4 H 0.22
5 H 0.18
6 H 0.21
7 C -0.76
8 C -0.52

=====

<b>
Computed, not measured: a 2-piece molecular cluster, C4H10OS overall, with ωB97M-V with the def2-TZVPD basis set.

```
16
Properties=species:S:1:pos:R:3
C -0.35621 1.72193 -0.77267
O 0.85643 1.48159 -0.86364
H 1.78724 -0.99790 -0.01773
S 0.07738 -0.62047 1.39752
C -1.02302 2.79517 -0.02791
H -0.68516 -2.50123 -0.41201
H 0.95917 -2.95909 -0.96404
H 0.97330 -1.44350 2.04060
C 0.30088 -2.63938 -0.10712
C 0.80642 -1.24461 -0.07306
H -1.09473 0.90828 -0.90232
H -1.73443 3.21914 -0.72441
H -0.36585 3.60245 0.43037
H 0.61939 -0.62460 -0.71393
H 0.46757 -3.10424 0.90075
H -1.58838 2.40645 0.80960
```

Results
structure (SMILES) = CC=O.CCS
highest occupied orbital energy = -8.6 eV
HOMO-LUMO gap = 9.360 eV

natural (NBO) atomic charge list, values in e, 8 entries:
1 C 0.43
2 O -0.53
3 H 0.21
4 S -0.07
5 C -0.73
6 H 0.21
7 H 0.21
8 H 0.12

=====

Here is how they stack up, most stable first: <a>, <b>.

=====

<a>
Computed, not measured: a 2-piece molecular cluster, C4H10OS overall, with ωB97M-V with the def2-TZVPD basis set.

```
16
Properties=species:S:1:pos:R:3
H -2.29697 0.17797 -1.36837
H -0.15536 -2.18762 1.25263
C 0.24602 -1.18767 1.03976
S 0.67857 1.56540 1.34442
C -1.38101 0.68579 -1.71911
H 1.23042 -1.26316 0.54546
H 1.98911 1.63002 1.68857
C -0.49688 -0.01334 -2.39553
H 0.85763 -0.34844 3.02654
H -0.58226 -1.01231 -2.81948
C 0.34250 -0.07043 2.11089
H -1.19561 1.78527 -1.54355
H -0.44380 -0.80614 0.28412
H 1.02647 0.46251 -1.49628
O 0.84850 0.41491 -2.44956
H -0.66732 0.16725 2.49948
```

Results
structure (SMILES) = C=CO.CCS
highest occupied orbital energy = -9.3 eV
HOMO-LUMO gap = 10.063 eV

natural (NBO) atomic charge list, values in e, 8 entries:
1 H 0.21
2 H 0.22
3 C -0.64
4 S -0.05
5 C -0.51
6 H 0.20
7 H 0.13
8 C 0.13

=====

<b>
Computed, not measured: a 2-piece molecular cluster, C4H10OS overall, with ωB97M-V with the def2-TZVPD basis set.

```
16
Properties=species:S:1:pos:R:3
C -1.35108 -1.72883 -0.70821
H -2.05539 -2.34356 -1.29945
C 1.71274 0.34484 -0.96301
H 1.32265 0.56469 -1.94741
H -1.75159 -0.47466 0.83800
H 1.07251 -0.32587 -0.40190
H -0.24472 1.05998 1.34351
C -1.78435 -0.37431 -0.25216
S 1.62366 1.90421 0.03786
H -2.83574 -0.14432 -0.39413
H 1.28214 0.25437 1.62466
H 0.95289 1.75754 2.43226
H 2.73721 0.00001 -0.90993
C 0.81035 1.22393 1.52304
O -0.27926 -2.21618 -0.44554
H -1.21201 0.49816 -0.47759
```

Results
structure (SMILES) = CC=O.CSC
highest occupied orbital energy = -8.4 eV
HOMO-LUMO gap = 9.269 eV

natural (NBO) atomic charge list, values in e, 8 entries:
1 C 0.44
2 H 0.11
3 C -0.72
4 H 0.22
5 H 0.24
6 H 0.23
7 H 0.20
8 C -0.75

=====

<c>
Computed, not measured: a 2-piece molecular cluster, C4H10OS overall, with ωB97M-V with the def2-TZVPD basis set.

```
16
Properties=species:S:1:pos:R:3
S 2.05373 -1.04058 -0.38990
H 0.79777 1.04099 2.42318
C 1.06489 0.75601 1.40100
C 1.47085 -0.72233 1.28523
H 2.30620 -0.79631 1.98550
H 0.69189 -1.43924 1.52470
H 1.82778 1.44618 1.04682
H -2.35411 -1.20756 0.27769
H -2.72120 1.14560 0.60910
H -1.84386 -0.94658 -1.49759
O -2.39243 1.83743 -1.19107
C -2.10960 -0.53375 -0.53021
H 0.86616 -1.17716 -0.94605
H -2.09462 1.43945 -2.04309
C -2.34338 0.74639 -0.33031
H 0.19930 0.98859 0.77351
```

Results
structure (SMILES) = C=CO.CCS
highest occupied orbital energy = -8.9 eV
HOMO-LUMO gap = 9.707 eV

natural (NBO) atomic charge list, values in e, 8 entries:
1 S -0.04
2 H 0.20
3 C -0.62
4 C -0.52
5 H 0.22
6 H 0.22
7 H 0.21
8 H 0.22

=====

Here is how they stack up, most stable first: <b>, <c>, <a>.

=====

<a>
Computed, not measured: a 2-piece molecular cluster, C4H10OS overall, with ωB97M-V with the def2-TZVPD basis set.

```
16
Properties=species:S:1:pos:R:3
C -1.75888 0.12085 0.09953
H 1.72282 -1.34390 -2.09360
H -1.88911 -1.94115 0.22242
C 1.04218 -1.13729 -1.22378
C -1.90836 -1.06956 0.93177
H -2.81185 -1.00300 1.58489
H 1.55101 -1.74132 -0.43009
H -1.04737 -1.16832 1.58433
S 1.12349 0.84333 1.00636
H 2.46169 0.50575 -1.07517
C 1.35848 0.34222 -0.82933
H -1.86325 1.06392 0.68033
H 2.36104 1.44379 1.05888
O -1.47336 0.19629 -1.09404
H 0.86334 1.15893 -1.40770
H 0.06228 -1.57558 -1.34301
```

Results
structure (SMILES) = CC=O.CCS
highest occupied orbital energy = -9.1 eV
HOMO-LUMO gap = 9.851 eV

natural (NBO) atomic charge list, values in e, 8 entries:
1 C 0.44
2 H 0.22
3 H 0.23
4 C -0.64
5 C -0.74
6 H 0.24
7 H 0.21
8 H 0.26

=====

<b>
Computed, not measured: C4H10OS in the gas phase, with ωB97M-V with the def2-TZVPD basis set.

```
16
Properties=species:S:1:pos:R:3
C -0.21024 1.88338 0.31211
H -1.54473 -0.30828 -0.81408
O 1.15933 -2.16382 -0.12215
C -0.46347 -0.40414 -0.83325
H -0.20914 0.02778 -1.81256
S 0.29499 2.66892 1.92643
H -0.19047 1.67056 2.67260
H 1.00455 -2.14627 0.82798
C 0.25818 0.45115 0.21631
H -1.29524 1.96515 0.34476
C 0.00220 -1.88059 -0.87514
H 0.19474 2.55146 -0.44315
H 0.22515 -0.04903 1.18814
H -0.81495 -2.52852 -0.61902
H 1.31051 0.40510 -0.07287
H 0.27860 -2.14286 -1.89612
```

Results
structure (SMILES) = OCCCCS
highest occupied orbital energy = -9.1 eV
HOMO-LUMO gap = 9.839 eV

natural (NBO) atomic charge list, values in e, 8 entries:
1 C -0.48
2 H 0.20
3 O -0.72
4 C -0.43
5 H 0.20
6 S -0.06
7 H 0.11
8 H 0.47

=====

<c>
Computed, not measured: a 2-piece molecular cluster, C4H10OS overall, with ωB97M-V with the def2-TZVPD basis set.

```
16
Properties=species:S:1:pos:R:3
C 0.07317 3.40202 1.18693
O -1.12830 -4.07773 0.08045
H -0.56680 0.71791 -1.07944
C -0.10494 -3.51386 -0.19838
H 0.97526 1.76877 0.21582
H 0.05542 4.00131 0.33144
C 0.17149 -2.76542 -1.46641
H 0.89550 3.59056 1.87167
C 0.07128 1.93431 0.77364
H 1.03945 -2.13226 -1.40927
S -1.31610 1.54131 -0.34044
H -0.77441 3.65760 1.82762
H 0.14380 1.30657 1.66061
H 0.43635 -3.57878 -2.15337
H 0.73586 -3.61506 0.51345
H -0.70702 -2.23724 -1.81431
```

Results
structure (SMILES) = CC=O.CCS
highest occupied orbital energy = -9.2 eV
HOMO-LUMO gap = 9.900 eV

natural (NBO) atomic charge list, values in e, 8 entries:
1 C -0.61
2 O -0.52
3 H 0.12
4 C 0.44
5 H 0.21
6 H 0.21
7 C -0.73
8 H 0.21

=====

Here is how they stack up, most stable first: <b>, <c>, <a>.

=====

<a>
Computed, not measured: C2H6NO2P in the gas phase, with ωB97M-V with the def2-TZVPD basis set.

```
12
Properties=species:S:1:pos:R:3
H 1.13306 -1.18180 -0.34533
N -0.45721 0.67352 0.54413
H 2.32690 -0.45437 0.75008
H 1.59824 -1.89098 1.13693
P -0.75874 0.79208 -1.00546
H -0.16949 -0.00021 -1.98421
H -0.47371 2.21140 -1.41093
C 1.39985 -1.00542 0.66847
H -2.95304 0.51153 -0.84291
O -2.21005 0.54754 -1.50620
O 0.28162 -0.09246 2.60518
C 0.28257 -0.11083 1.39025
```

Results
structure (SMILES) = CC(=O)N=[PH2]O
highest occupied orbital energy = -9.3 eV
HOMO-LUMO gap = 9.715 eV

natural (NBO) atomic charge list, values in e, 8 entries:
1 H 0.18
2 N -1.08
3 H 0.23
4 H 0.22
5 P 1.65
6 H -0.09
7 H -0.06
8 C -0.71

=====

<b>
Computed, not measured: C2H6NO2P as an isolated structure, with ωB97M-V with the def2-TZVPD basis set.

```
12
Properties=species:S:1:pos:R:3
H 1.21375 1.61341 0.51950
H 1.18860 -1.89603 0.99574
H 0.74093 1.55817 -1.15508
H 0.14775 -0.90428 -0.78730
C 0.31073 -0.35832 0.17050
O -0.88472 1.50614 0.24528
H -3.05915 -0.72819 -1.12685
P -1.42999 -0.06323 0.60620
N 1.21603 -0.81802 1.04316
O -2.12366 -0.50803 -1.27810
C 0.45364 1.08654 -0.17890
H 2.22609 -0.48818 0.94585
```

Results
highest occupied orbital energy = -9.0 eV
HOMO-LUMO gap = 9.616 eV

natural (NBO) atomic charge list, values in e, 8 entries:
1 H 0.17
2 H 0.37
3 H 0.21
4 H 0.21
5 C -0.42
6 O -0.76
7 H 0.46
8 P 1.27

=====

<c>
Computed, not measured: C2H6NO2P in the gas phase, with ωB97M-V with the def2-TZVPD basis set.

```
12
Properties=species:S:1:pos:R:3
H 2.13981 0.48241 -0.81408
C 1.54399 -0.47208 -0.95884
H 2.26777 -1.17136 -0.86280
H 0.34274 1.62672 1.00715
H 1.19492 -0.47787 -1.97671
C 0.47193 -0.74296 -0.02410
O 0.06889 -1.83039 0.28469
O -1.03827 1.48040 -1.01603
H -2.71294 0.71598 1.18221
H -1.82628 -0.69849 1.53463
N -1.83006 0.30911 1.41385
P -0.62250 0.77853 0.23004
```

Results
structure (SMILES) = CC(=O)[P@H](N)=O
highest occupied orbital energy = -9.7 eV
HOMO-LUMO gap = 9.767 eV

natural (NBO) atomic charge list, values in e, 8 entries:
1 H 0.24
2 C -0.74
3 H 0.24
4 H -0.12
5 H 0.27
6 C 0.30
7 O -0.50
8 O -1.06

=====

<d>
Computed, not measured: C2H6NO2P as an isolated structure, with ωB97M-V with the def2-TZVPD basis set.

```
12
Properties=species:S:1:pos:R:3
N -0.42104 -0.47424 0.43410
H 2.38937 0.70432 0.43544
H -2.42988 -0.18090 1.40877
C 1.86362 0.05220 -0.22512
O -0.26376 -1.44770 1.23532
H 2.12054 0.33321 -1.22989
H 2.28961 -0.93364 0.00037
H 0.18752 1.05703 -0.78900
O -1.54951 1.29247 -0.53212
C 0.45240 0.29071 -0.16721
H -2.65202 -0.78457 -0.69566
P -1.98685 0.09112 0.12499
```

Results
highest occupied orbital energy (spin up / spin down) = -8.7 / -8.7 eV
HOMO-LUMO gap (spin up / spin down) = 9.240 / 9.239 eV

natural (NBO) atomic charge list, values in e, 8 entries:
1 N -0.21
2 H 0.24
3 H -0.06
4 C -0.68
5 O -0.58
6 H 0.23
7 H 0.24
8 H 0.24

=====

Here is how they stack up, most stable first: <c>, <a>, <b>, <d>.

=====

<a>
Computed, not measured: a 2-piece molecular cluster, C2H8NOS overall, with ωB97M-V with the def2-TZVPD basis set.

```
13
Properties=species:S:1:pos:R:3
N -1.27909 -1.99051 1.48712
H 0.92530 3.17395 -3.80331
C 0.77483 -0.83406 0.54436
C -0.38005 -1.83560 0.35161
H -0.48381 2.75077 -3.51764
H -1.03800 -1.55586 -0.46684
S 0.29412 0.74716 1.25802
H 0.02970 -2.81079 0.08501
H 1.13650 -0.67335 -0.47339
H 1.56462 -1.36935 1.06462
O 0.13614 2.84018 -4.25342
H -0.73915 -2.29370 2.29679
H -1.46795 -1.01806 1.74475
```

Results
highest occupied orbital energy = -2.5 eV
net charge = -1
HOMO-LUMO gap = 6.060 eV

natural (NBO) atomic charge list, values in e, 8 entries:
1 N -0.86
2 H 0.47
3 C -0.55
4 C -0.22
5 H 0.48
6 H 0.17
7 S -0.72
8 H 0.15

=====

<b>
Computed, not measured: a 2-piece molecular cluster, C2H8NOS overall, with ωB97M-V with the def2-TZVPD basis set.

```
13
Properties=species:S:1:pos:R:3
S 2.28399 0.03724 -0.05120
C -1.18083 -0.92327 -1.20783
H -1.63647 -0.34548 0.69335
H -0.90168 -1.82784 -0.67220
H 0.63807 -0.13331 -1.12407
H -1.90393 -1.08680 -2.01286
C 1.55970 0.84624 1.43040
H -1.25528 0.87998 -0.26876
N -1.79249 0.01875 -0.23892
H 2.06718 1.76943 1.68666
H 1.68677 0.18904 2.30349
O -0.06164 -0.40599 -1.83676
H 0.49661 0.98200 1.29870
```

Results
highest occupied orbital energy = -2.8 eV
net charge = -1
HOMO-LUMO gap = 7.111 eV

natural (NBO) atomic charge list, values in e, 8 entries:
1 S -0.64
2 C 0.10
3 H 0.34
4 H 0.13
5 H 0.47
6 H 0.13
7 C -0.73
8 H 0.36

=====

Here is how they stack up, most stable first: <a>, <b>.